{
  "formula": "C8H21AgN3O7S",
  "method": "the ωB97M-V functional and the def2-TZVPD basis",
  "species": ["Ag", "N", "O", "O", "O", "N", "O", "O", "O", "C", "C", "N", "C", "C", "C", "C", "H", "H", "H", "H", "H", "H", "H", "H", "H", "H", "H", "H", "H", "H", "H", "C", "S", "O", "C", "H", "H", "H", "H", "H", "H"],
  "coordinates": [[-0.517, -1.871, 0.410], [1.911, -5.403, -0.091], [2.553, -6.422, -0.327], [1.283, -5.360, 0.930], [1.685, -4.549, -0.946], [-2.359, -2.731, 4.446], [-2.617, -2.018, 5.409], [-1.594, -3.683, 4.505], [-2.803, -2.447, 3.374], [-3.051, -1.111, -2.101], [-2.815, 0.512, -2.205], [-1.402, 0.742, -2.115], [-1.275, 2.153, -1.686], [-1.547, 2.272, -0.211], [-0.697, 0.446, -3.364], [-0.611, 1.543, -4.529], [-3.182, -1.322, -1.040], [-2.250, -1.659, -2.597], [-3.948, -1.496, -2.585], [-3.137, 0.693, -3.230], [-3.519, 1.073, -1.590], [-0.336, 2.617, -1.989], [-1.963, 2.868, -2.138], [-1.205, 3.171, 0.301], [-2.621, 2.395, -0.072], [-1.140, 1.393, 0.288], [-1.212, -0.376, -3.861], [0.317, 0.181, -3.063], [0.108, 2.326, -4.287], [-1.482, 2.118, -4.844], [-0.180, 1.004, -5.372], [3.855, 0.284, 4.482], [4.144, 0.598, 2.621], [2.742, 0.396, 2.063], [4.370, 2.431, 2.679], [4.476, 0.944, 5.088], [4.027, -0.739, 4.816], [2.800, 0.538, 4.583], [3.669, 2.848, 3.402], [4.238, 2.860, 1.686], [5.286, 2.779, 3.158]],
  "atomic_forces_ev_per_a": [[0.117, -0.565, 0.203], [-1.354, -1.954, -0.881], [1.887, -0.581, -0.945], [-1.441, 0.967, 3.769], [0.585, 2.171, -1.998], [1.639, -0.280, 1.437], [-0.367, 0.581, 1.825], [1.138, -1.574, 1.090], [-2.242, 1.542, -4.734], [-0.372, 1.867, 0.406], [-1.315, -4.070, -2.060], [-0.147, 2.155, 0.694], [0.910, 0.777, 0.037], [-0.322, 0.229, 0.658], [-0.462, 1.168, -1.064], [0.796, -0.266, 1.070], [0.409, -0.458, 0.106], [0.279, 0.161, 0.466], [-0.271, 0.465, -0.033], [-0.170, 0.576, -0.334], [0.707, -0.131, 0.491], [0.543, -0.646, 0.277], [-0.589, -0.370, -0.774], [0.664, 0.043, -0.372], [-0.140, -0.742, 0.272], [-0.248, 0.109, 0.319], [0.333, -0.356, 0.403], [0.035, -0.153, -0.460], [0.209, -0.075, 0.215], [-0.474, -0.650, 0.189], [-0.202, 0.100, -0.186], [0.263, 0.761, -0.807], [-1.670, -0.188, 0.771], [1.508, 0.320, 0.243], [-0.232, -0.014, 1.203], [0.019, 0.099, -0.093], [0.042, -0.043, -0.613], [0.051, 0.006, 0.040], [-0.751, -0.147, -0.416], [0.002, -0.270, 0.108], [0.633, -0.564, -0.518]],
  "lumo_energy_ev": 0.07,
  "relative_energy_ev": 5.056,
  "energy_ha": -1553.13235,
  "orbital_gap_ev": 4.535,
  "spin_multiplicity": 1,
  "charge": -1,
  "molar_mass_g_mol": 411.20
}

---

{
  "formula": "C8H21F3O4P2SZr",
  "method": "the ωB97M-V functional and the def2-TZVPD basis",
  "species": ["Zr", "H", "H", "P", "P", "C", "H", "H", "H", "C", "H", "H", "H", "C", "H", "H", "H", "C", "H", "H", "H", "C", "H", "H", "H", "C", "H", "H", "H", "C", "O", "H", "F", "C", "F", "F", "S", "O", "O", "O"],
  "coordinates": [[-0.013, -0.165, -0.601], [-1.046, -1.354, 2.313], [-0.446, -1.849, 2.168], [-1.901, 1.385, 0.549], [2.533, -0.654, -0.301], [3.042, -0.967, -2.026], [4.092, -1.289, -2.062], [2.412, -1.729, -2.512], [2.921, -0.033, -2.592], [3.731, 0.513, 0.422], [3.541, 0.605, 1.504], [4.774, 0.195, 0.261], [3.581, 1.513, -0.017], [2.871, -2.254, 0.575], [2.158, -3.047, 0.252], [3.909, -2.603, 0.387], [2.723, -2.124, 1.670], [-1.423, 2.995, 1.242], [-2.342, 3.536, 1.477], [-0.843, 2.844, 2.157], [-0.832, 3.560, 0.518], [-3.162, 1.851, -0.671], [-3.637, 0.957, -1.099], [-3.909, 2.447, -0.134], [-2.710, 2.449, -1.471], [-2.942, 0.717, 1.911], [-2.317, 0.616, 2.815], [-3.775, 1.411, 2.117], [-3.360, -0.270, 1.643], [-0.709, 0.740, -2.356], [-1.080, 1.017, -3.426], [0.794, 1.367, -0.515], [-3.610, -3.916, -1.587], [-2.801, -2.844, -1.385], [-2.879, -1.999, -2.459], [-3.287, -2.179, -0.287], [-1.104, -3.512, -1.143], [-1.156, -4.223, 0.112], [-0.878, -4.210, -2.405], [-0.234, -2.269, -1.045]],
  "atomic_forces_ev_per_a": [[-0.333, -5.621, 4.056], [1.014, -0.725, -0.343], [-0.919, 0.778, 0.113], [-1.221, 0.798, 1.000], [1.759, -1.066, 0.763], [-0.625, 0.345, -0.388], [-0.252, 0.118, 0.105], [0.231, 0.077, 0.282], [0.280, -0.155, -0.012], [-0.330, 0.590, 0.100], [0.103, -0.133, -0.388], [-0.464, -0.071, -0.012], [0.137, -0.343, 0.077], [-0.608, -0.262, 0.293], [0.515, 0.548, 0.060], [-0.605, 0.399, 0.034], [0.204, 0.014, -0.673], [0.589, -0.173, -0.136], [0.035, -0.027, 0.009], [-0.050, 0.124, -0.137], [-0.052, 0.033, 0.152], [0.145, -0.304, -0.486], [0.008, 0.265, 0.072], [0.092, -0.086, -0.209], [-0.263, 0.009, 0.117], [0.281, -0.687, 0.077], [-0.346, 0.018, -0.302], [0.433, -0.160, -0.193], [0.151, 0.394, 0.154], [-2.960, 3.144, -9.190], [1.869, -1.227, 5.622], [0.803, 1.351, -0.743], [1.232, 1.696, 0.122], [-2.114, -0.680, -0.195], [0.264, -0.620, 1.200], [0.854, -0.139, -0.969], [-0.891, -4.056, -1.552], [0.403, 1.256, -1.204], [0.005, 1.599, 2.391], [0.624, 2.980, 0.333]],
  "lumo_energy_ev": -10.55,
  "energy_ha": -2045.22980,
  "orbital_gap_ev": 6.458,
  "spin_multiplicity": 1,
  "charge": 2,
  "molar_mass_g_mol": 423.49
}

---

{
  "formula": "C8H21INO3OsP2",
  "method": "the ωB97M-V functional and the def2-TZVPD basis",
  "species": ["C", "I", "H", "H", "H", "Os", "P", "C", "C", "H", "H", "H", "H", "H", "H", "C", "H", "H", "H", "P", "C", "C", "H", "H", "H", "C", "H", "H", "H", "H", "H", "H", "C", "O", "O", "N", "O"],
  "coordinates": [[0.379, 0.497, -1.780], [-0.765, 0.764, 2.423], [0.396, 1.586, -1.620], [-0.386, 0.245, -2.531], [1.363, 0.144, -2.121], [-0.115, -0.310, 0.041], [-2.328, 0.393, -0.407], [-3.286, -1.138, -0.697], [-3.464, 1.298, 0.741], [-4.386, 1.612, 0.232], [-3.739, 1.585, -1.992], [-2.961, 2.190, 1.123], [-2.133, 2.349, -1.849], [-3.169, -1.800, 0.169], [-3.724, 0.656, 1.588], [-2.660, 1.390, -1.915], [-4.345, -0.885, -0.830], [-2.325, 0.859, -2.811], [-2.911, -1.649, -1.591], [2.191, 0.180, 0.535], [3.123, -1.398, 0.607], [3.205, 1.235, -0.594], [2.034, 1.835, 2.321], [3.692, 1.158, 2.192], [2.376, 0.205, 2.951], [2.619, 0.923, 2.161], [2.726, 2.217, -0.675], [4.216, 1.356, -0.180], [4.205, -1.217, 0.665], [2.874, -1.980, -0.287], [3.262, 0.779, -1.588], [2.778, -1.949, 1.490], [-0.265, -1.881, -0.960], [-0.300, -2.898, -1.535], [1.047, -3.334, 3.075], [0.262, -2.620, 2.447], [0.515, -2.397, 1.203]],
  "atomic_forces_ev_per_a": [[-0.283, -0.104, -1.123], [0.303, 0.136, -0.118], [0.152, -0.097, -0.028], [0.599, 0.245, 0.131], [-0.339, 0.261, -0.017], [0.018, 1.072, 3.595], [-3.660, 0.695, -1.593], [0.642, -0.418, 0.156], [1.115, -0.189, 0.756], [0.346, -0.252, -0.113], [0.264, -0.217, 0.209], [-0.223, 0.168, -0.058], [-0.148, -0.104, -0.095], [-0.226, -0.011, -0.165], [-0.126, 0.024, -0.024], [0.911, -0.062, -0.096], [0.189, 0.086, 0.043], [-0.151, 0.168, 0.058], [-0.187, 0.045, 0.090], [3.541, 1.013, 0.575], [-0.890, -0.398, -0.169], [-0.955, -0.138, -0.264], [0.312, 0.060, 0.025], [-0.288, -0.117, -0.082], [0.147, 0.077, 0.055], [-0.934, -0.113, -0.076], [0.223, -0.069, -0.065], [-0.353, -0.192, 0.061], [-0.287, 0.217, -0.072], [0.344, -0.114, 0.130], [0.156, 0.177, 0.184], [0.365, 0.064, -0.252], [-0.450, -6.259, -4.825], [0.075, 4.471, 2.576], [-3.748, 2.683, -1.445], [5.092, -3.076, -0.716], [-1.545, 0.267, 2.755]],
  "lumo_energy_ev": [-12.43, -15.01],
  "energy_ha": -1667.63864,
  "orbital_gap_ev": [8.057, 6.236],
  "spin_multiplicity": 5,
  "charge": 3,
  "molar_mass_g_mol": 558.34,
  "s2": 6.025
}

---

{
  "formula": "C8H21N2OPSTl",
  "method": "the ωB97M-V functional and the def2-TZVPD basis",
  "species": ["Tl", "H", "H", "P", "C", "H", "H", "H", "C", "H", "H", "H", "C", "H", "H", "H", "C", "O", "H", "H", "S", "C", "N", "C", "C", "C", "N", "H", "H", "H", "H", "H", "H", "H", "H"],
  "coordinates": [[0.982, 0.499, -0.393], [-1.155, 0.311, -0.513], [-1.120, 1.007, -0.749], [1.214, 2.888, -1.527], [1.652, 4.078, -0.278], [1.913, 4.959, -0.864], [0.793, 4.274, 0.371], [2.504, 3.724, 0.310], [2.622, 2.593, -2.592], [2.383, 1.851, -3.364], [2.820, 3.571, -3.037], [3.483, 2.243, -2.012], [-0.150, 3.470, -2.513], [-1.009, 3.691, -1.870], [0.243, 4.381, -2.967], [-0.423, 2.734, -3.276], [0.656, 1.267, 1.459], [0.733, 1.595, 2.575], [0.707, 0.031, -2.123], [2.794, 0.424, -0.523], [1.158, -1.979, 0.362], [-0.378, -2.410, 0.966], [-0.634, -2.348, 2.288], [-1.612, -3.178, 2.952], [-1.987, -4.315, 2.045], [-2.420, -3.750, 0.724], [-1.319, -2.980, 0.192], [0.149, -2.011, 2.825], [-2.477, -2.542, 3.151], [-1.213, -3.521, 3.908], [-2.783, -4.899, 2.484], [-1.131, -4.972, 1.902], [-3.256, -3.059, 0.851], [-2.707, -4.516, 0.002], [-1.031, -3.111, -0.764]],
  "atomic_forces_ev_per_a": [[4.141, -1.145, -5.201], [-1.355, -0.128, 0.008], [-1.201, 0.326, -0.065], [-0.577, -2.257, 1.288], [0.157, 0.888, -0.579], [0.217, 0.570, 0.679], [0.164, 0.092, -0.115], [-0.116, 0.097, -0.169], [0.080, 0.566, -0.241], [-0.021, 0.228, 0.203], [0.462, -0.190, -0.355], [-0.221, 0.153, -0.098], [0.212, 0.702, -0.201], [0.148, 0.044, -0.205], [-0.617, 0.191, -0.405], [0.110, 0.154, 0.159], [-0.798, 2.228, 8.368], [-0.078, -1.214, -4.874], [-0.409, -0.180, 0.492], [-0.085, 0.156, 0.545], [-0.226, -0.723, 0.534], [-0.545, -1.140, 0.481], [1.133, 0.483, -0.630], [-0.710, 0.341, 0.424], [-0.125, -0.463, 0.226], [-0.546, 0.321, -0.145], [1.301, 0.603, -0.382], [-0.009, -0.049, 0.012], [-0.195, -0.257, 0.223], [0.056, 0.045, -0.141], [-0.225, -0.137, 0.157], [0.071, -0.107, -0.028], [-0.258, -0.267, 0.064], [0.102, 0.085, 0.058], [-0.037, -0.018, -0.089]],
  "lumo_energy_ev": -3.75,
  "relative_energy_ev": 2.328,
  "energy_ha": -1413.76348,
  "orbital_gap_ev": 6.755,
  "spin_multiplicity": 1,
  "charge": 1,
  "molar_mass_g_mol": 428.69
}